Model one:
ORCA calculation (ωB97M-V with the def2-TZVPD basis set) on 12 unconnected molecules or ions with the total composition C36H72O36.

Last column: Mulliken charge in e.
Geometry (Å):
C -1.422 2.161 -1.739  -0.495
O -0.727 0.947 -1.319  -0.156
C -0.489 0.779 -0.038  0.479
O -1.065 1.316 0.898  -0.655
O 0.393 -0.280 0.098  0.181
C 0.374 -1.001 1.311  0.422
H -1.011 2.632 -2.632  0.244
H -1.793 2.961 -1.098  0.126
H -2.410 1.827 -2.056  0.140
H 1.081 -0.415 1.898  0.267
H 1.019 -1.879 1.345  -0.212
H -0.558 -1.183 1.848  -0.531
C 5.912 -2.780 -0.996  -0.666
O 4.763 -3.499 -1.528  -0.457
C 3.518 -3.186 -1.037  0.458
O 3.240 -2.642 0.028  0.160
O 2.519 -3.525 -1.970  -0.442
C 1.182 -3.377 -1.565  -0.096
H 6.267 -3.239 -0.073  0.330
H 5.843 -1.692 -0.984  0.188
H 6.782 -3.031 -1.604  0.378
H 0.889 -2.327 -1.550  -0.114
H 0.912 -3.877 -0.635  0.111
H 0.565 -3.780 -2.368  0.344
C -3.240 -1.837 6.624  -0.774
O -2.640 -2.120 5.383  0.037
C -3.378 -2.483 4.253  0.507
O -4.567 -2.375 4.061  -0.588
O -2.484 -2.875 3.296  -0.008
C -2.940 -2.964 1.981  -0.699
H -3.984 -1.042 6.583  0.327
H -2.435 -1.507 7.281  0.205
H -3.629 -2.755 7.064  0.324
H -2.616 -2.067 1.455  0.048
H -4.022 -2.874 1.886  0.512
H -2.449 -3.837 1.549  0.237
C -4.518 0.155 -0.249  -0.458
O -4.418 -0.258 -1.614  -0.139
C -5.557 -0.417 -2.401  0.698
O -5.637 -1.105 -3.393  -0.595
O -6.669 0.321 -1.971  -0.233
C -8.008 0.121 -2.539  -0.822
H -3.741 0.816 0.135  0.150
H -4.572 -0.728 0.387  0.174
H -5.464 0.685 -0.141  0.337
H -8.645 0.928 -2.178  0.275
H -8.459 -0.801 -2.173  0.259
H -7.854 0.176 -3.616  0.384
C 2.160 -1.569 7.771  -0.593
O 1.031 -0.844 7.244  -0.398
C 0.723 -0.708 5.920  0.561
O 1.436 -1.069 5.017  -0.201
O -0.398 0.056 5.785  -0.382
C -0.892 0.309 4.452  -0.144
H 2.993 -1.124 7.226  0.312
H 2.095 -2.656 7.718  0.206
H 2.323 -1.268 8.806  0.243
H -1.879 0.759 4.559  0.296
H -0.948 -0.559 3.795  -0.277
H -0.137 0.935 3.976  0.365
C 0.845 1.632 -5.233  -0.332
O 1.614 0.841 -4.308  -0.238
C 2.981 0.644 -4.328  0.556
O 3.724 0.903 -5.286  -0.597
O 3.481 0.347 -2.968  -0.348
C 2.649 0.375 -1.834  -0.047
H 0.421 1.082 -6.074  0.286
H 1.543 2.300 -5.737  0.358
H 0.019 2.103 -4.699  -0.068
H 3.051 0.009 -0.889  -0.223
H 1.730 -0.190 -1.995  0.124
H 2.444 1.443 -1.765  0.506
C -3.533 2.405 -5.465  -0.336
O -3.122 1.057 -5.887  -0.138
C -3.538 0.614 -7.033  0.602
O -4.446 1.159 -7.682  -0.612
O -2.901 -0.547 -7.407  -0.307
C -3.129 -1.227 -8.575  -0.684
H -2.924 2.764 -4.635  0.020
H -4.579 2.257 -5.195  0.126
H -3.552 3.073 -6.326  0.399
H -4.038 -1.793 -8.373  0.285
H -2.350 -1.890 -8.950  0.249
H -3.293 -0.545 -9.409  0.303
C -2.378 6.488 -2.884  -0.431
O -1.662 6.726 -4.059  -0.356
C -1.143 5.782 -4.887  0.581
O -1.381 4.524 -4.783  -0.357
O -0.368 6.441 -5.827  -0.320
C -0.026 5.626 -6.894  -0.615
H -2.504 7.356 -2.236  0.300
H -1.846 5.746 -2.289  0.158
H -3.392 6.198 -3.159  0.293
H -0.687 4.850 -7.280  0.279
H 0.856 5.121 -6.501  0.284
H 0.116 6.378 -7.670  0.234
C 0.149 -4.490 5.763  -0.416
O 0.909 -5.308 4.831  -0.394
C 0.886 -4.963 3.579  0.745
O 0.059 -4.292 2.919  -0.452
O 2.015 -5.482 3.056  -0.414
C 2.300 -5.430 1.665  -0.355
H -0.847 -4.827 5.478  0.365
H 0.053 -3.413 5.626  -0.060
H 0.402 -4.659 6.810  0.342
H 3.366 -5.335 1.461  0.298
H 1.861 -4.527 1.241  -0.181
H 2.004 -6.301 1.080  0.399
C -6.536 3.181 -2.766  -0.365
O -6.036 3.080 -1.410  -0.250
C -5.054 3.974 -1.010  0.852
O -4.590 4.941 -1.659  -0.610
O -4.627 3.643 0.267  -0.265
C -3.752 4.476 0.991  -0.720
H -5.785 2.921 -3.512  -0.073
H -6.812 4.187 -3.082  0.423
H -7.384 2.527 -2.966  0.222
H -3.911 4.484 2.069  0.323
H -3.794 5.545 0.780  0.318
H -2.686 4.318 0.825  0.237
C 3.957 1.576 1.370  -0.276
O 5.319 1.710 1.699  -0.385
C 6.154 0.774 1.477  0.790
O 5.907 -0.268 0.978  -0.422
O 7.396 1.264 1.722  -0.371
C 8.451 0.375 1.698  -0.397
H 3.755 1.949 0.366  0.301
H 3.301 2.123 2.048  0.378
H 3.500 0.586 1.385  -0.116
H 9.441 0.821 1.798  0.282
H 8.535 -0.272 0.825  0.220
H 8.311 -0.349 2.501  -0.043
C 8.056 -1.209 5.264  -0.597
O 6.614 -1.249 5.152  -0.373
C 6.065 -2.089 4.319  0.765
O 6.689 -2.893 3.655  -0.629
O 4.755 -1.738 4.156  -0.111
C 3.943 -2.410 3.189  -0.264
H 8.403 -0.528 4.486  0.211
H 8.588 -2.157 5.345  0.330
H 8.374 -0.713 6.181  0.279
H 2.970 -2.743 3.549  -0.089
H 4.412 -3.348 2.889  0.401
H 3.868 -1.838 2.264  0.065

As for the molecular weight: 1080.94 Da. Its structure (SMILES) is COC(=O)OC.COC(=O)OC.COC(=O)OC.COC(=O)OC.COC(=O)OC.COC(=O)OC.COC(=O)OC.COC(=O)OC.COC(=O)OC.COC(=O)OC.COC(=O)OC.COC(=O)OC. As for the LUMO energy: 0.0138 hartree.

Model two:
ORCA calculation (ωB97M-V with the def2-TZVPD basis set) on 12 unconnected molecules or ions with the total composition C36H72O36.

Last column: Mulliken charge in e.
Geometry (Å):
C 17.725 -2.992 -26.573  -0.598
O 17.460 -2.514 -25.250  -0.258
C 16.181 -2.653 -24.650  0.698
O 15.153 -3.338 -25.044  -0.590
O 16.236 -1.893 -23.587  -0.255
C 15.251 -2.084 -22.557  -0.647
H 17.433 -4.043 -26.580  0.283
H 18.729 -2.833 -26.966  0.228
H 17.097 -2.425 -27.260  0.284
H 15.455 -1.239 -21.899  0.258
H 15.399 -2.986 -21.964  0.290
H 14.186 -2.097 -22.785  0.307
C 23.229 -9.365 -12.581  -0.668
O 23.044 -8.060 -12.078  -0.275
C 22.303 -7.267 -12.749  0.766
O 21.832 -7.404 -13.861  -0.570
O 22.008 -6.176 -11.864  -0.306
C 21.096 -5.145 -12.251  -0.579
H 23.574 -9.608 -13.586  0.278
H 22.298 -9.931 -12.582  0.318
H 23.889 -9.853 -11.863  0.265
H 20.385 -5.528 -12.983  0.309
H 21.701 -4.456 -12.839  0.243
H 20.612 -4.717 -11.373  0.220
C 13.401 -3.964 -12.266  -0.641
O 13.459 -4.294 -10.942  -0.312
C 14.555 -4.027 -10.224  0.786
O 15.347 -3.137 -10.504  -0.559
O 14.640 -4.823 -9.100  -0.326
C 13.543 -5.497 -8.511  -0.604
H 13.646 -2.919 -12.452  0.298
H 12.421 -4.301 -12.605  0.232
H 14.101 -4.534 -12.876  0.303
H 13.703 -6.570 -8.407  0.259
H 12.581 -5.267 -8.969  0.304
H 13.358 -5.136 -7.499  0.262
C 21.973 -9.461 -19.098  -0.657
O 23.125 -10.158 -18.707  -0.296
C 24.363 -9.681 -19.048  0.754
O 24.676 -9.044 -20.043  -0.558
O 25.098 -9.942 -18.011  -0.273
C 26.300 -9.203 -17.876  -0.668
H 22.057 -9.251 -20.164  0.321
H 22.002 -8.491 -18.604  0.285
H 21.062 -10.053 -19.002  0.239
H 26.788 -9.685 -17.029  0.248
H 26.138 -8.147 -17.659  0.300
H 26.997 -9.239 -18.713  0.306
C 21.731 0.997 -26.469  -0.646
O 22.340 0.669 -27.671  -0.294
C 22.415 1.615 -28.727  0.739
O 22.049 2.789 -28.754  -0.547
O 22.924 1.003 -29.807  -0.333
C 23.256 -0.383 -29.950  -0.536
H 22.044 1.982 -26.121  0.304
H 22.032 0.251 -25.733  0.241
H 20.658 1.168 -26.559  0.297
H 22.329 -0.955 -29.988  0.266
H 23.846 -0.708 -29.093  0.250
H 23.721 -0.674 -30.892  0.261
C 20.460 -1.748 -18.794  -0.648
O 19.824 -2.959 -18.987  -0.288
C 18.832 -3.303 -18.151  0.826
O 18.450 -2.724 -17.153  -0.578
O 18.430 -4.438 -18.575  -0.312
C 17.548 -5.206 -17.789  -0.637
H 20.832 -1.642 -17.775  0.287
H 19.787 -0.907 -18.964  0.288
H 21.332 -1.619 -19.435  0.236
H 18.161 -5.566 -16.962  0.286
H 17.115 -5.841 -18.561  0.222
H 16.710 -4.577 -17.487  0.319
C 27.420 1.100 -26.215  -0.606
O 26.975 0.331 -25.114  -0.288
C 26.828 -0.994 -25.171  0.752
O 27.072 -1.700 -26.152  -0.572
O 26.222 -1.410 -23.972  -0.280
C 26.017 -2.800 -23.672  -0.615
H 28.507 1.030 -26.178  0.300
H 27.045 2.079 -25.919  0.196
H 27.010 0.682 -27.135  0.306
H 25.408 -3.322 -24.411  0.277
H 25.718 -2.772 -22.625  0.228
H 26.994 -3.282 -23.703  0.302
C 16.598 2.835 -9.886  -0.620
O 17.025 2.772 -11.240  -0.305
C 16.226 2.870 -12.292  0.807
O 15.050 3.199 -12.259  -0.580
O 16.952 2.624 -13.327  -0.281
C 16.332 2.650 -14.587  -0.643
H 15.852 2.071 -9.667  0.290
H 16.126 3.800 -9.699  0.289
H 17.413 2.632 -9.191  0.227
H 17.162 2.407 -15.249  0.214
H 15.878 3.610 -14.837  0.296
H 15.596 1.846 -14.608  0.306
C 24.155 -0.438 -9.944  -0.603
O 24.894 -1.126 -10.887  -0.291
C 24.977 -0.782 -12.245  0.822
O 24.356 0.212 -12.727  -0.609
O 25.546 -1.678 -13.033  -0.289
C 25.760 -1.400 -14.420  -0.677
H 24.853 -0.291 -9.119  0.234
H 23.277 -1.051 -9.742  0.226
H 23.906 0.572 -10.271  0.332
H 25.256 -0.496 -14.764  0.328
H 25.320 -2.129 -15.100  0.262
H 26.805 -1.467 -14.722  0.266
C 17.935 -14.441 -16.273  -0.693
O 16.947 -14.124 -15.347  -0.276
C 16.257 -12.960 -15.484  0.808
O 16.210 -12.104 -16.421  -0.614
O 15.289 -13.012 -14.633  -0.297
C 14.463 -11.870 -14.419  -0.647
H 18.580 -13.668 -16.690  0.307
H 17.526 -15.094 -17.045  0.300
H 18.567 -15.212 -15.832  0.275
H 13.998 -11.619 -15.372  0.314
H 14.972 -11.000 -14.004  0.291
H 13.649 -12.192 -13.769  0.231
C 9.402 -4.959 -18.538  -0.684
O 9.707 -6.066 -19.324  -0.289
C 10.792 -6.759 -19.143  0.808
O 11.520 -6.699 -18.161  -0.591
O 11.057 -7.494 -20.259  -0.304
C 12.158 -8.384 -20.430  -0.617
H 9.723 -5.120 -17.509  0.317
H 8.350 -4.676 -18.483  0.256
H 9.894 -4.037 -18.847  0.288
H 11.687 -8.984 -21.207  0.228
H 12.358 -9.108 -19.640  0.299
H 12.918 -7.643 -20.679  0.289
C 23.805 4.836 -17.728  -0.659
O 24.122 5.609 -18.883  -0.297
C 23.625 5.365 -20.087  0.849
O 22.795 4.463 -20.366  -0.604
O 24.103 6.285 -20.956  -0.297
C 23.428 6.573 -22.103  -0.663
H 24.583 4.202 -17.305  0.268
H 22.851 4.328 -17.867  0.320
H 23.564 5.498 -16.896  0.256
H 22.901 5.709 -22.506  0.324
H 24.110 6.874 -22.899  0.240
H 22.768 7.438 -22.039  0.263

As for the molecular weight: 1080.94 Da. Its structure (SMILES) is COC(=O)OC.COC(=O)OC.COC(=O)OC.COC(=O)OC.COC(=O)OC.COC(=O)OC.COC(=O)OC.COC(=O)OC.COC(=O)OC.COC(=O)OC.COC(=O)OC.COC(=O)OC. As for the LUMO energy: 0.0047 hartree.

Relative energies, unit kJ/mol: model one 0.0; model two 79.4

Model one:
ORCA calculation (ωB97M-V with the def2-TZVPD basis set) on 2 unconnected molecules or ions with the total composition C7H9Cl.

Last column: Mulliken charge in e.
Geometry (Å):
C 0.624 -3.216 0.251  0.213
C 1.349 -3.042 -0.717  0.236
C -0.959 -0.430 -0.946  -0.916
C 2.029 -2.808 -1.867  -0.755
C -0.130 0.310 -0.218  0.937
C 1.277 0.635 -0.665  -1.200
C -0.649 1.100 1.001  -1.252
Cl 3.619 -3.218 -2.214  -0.061
H 0.029 -3.477 1.093  0.358
H -0.850 -1.186 -1.723  0.351
H -1.924 -0.609 -0.487  0.234
H 1.953 0.733 0.177  0.353
H 1.291 1.454 -1.270  0.383
H 1.851 -0.109 -1.213  0.173
H 0.156 1.371 1.705  0.312
H -1.581 0.622 1.443  0.299
H -1.091 2.048 0.788  0.334

As for the molecular weight: 128.60 Da. As for the LUMO energy (spin up / spin down): -0.0503 / -0.0505 hartree.

Model two:
ORCA calculation (ωB97M-V with the def2-TZVPD basis set) on a single C7H9Cl molecule.

Last column: Mulliken charge in e.
Geometry (Å):
C 1.882 2.518 0.855  -1.420
C 1.166 1.477 1.696  0.061
C 0.252 0.580 0.916  0.418
C -0.007 0.583 -0.412  -0.698
C -1.015 -0.480 -0.733  0.185
Cl -0.469 -1.604 -2.019  -0.218
C -1.235 -1.171 0.597  -0.502
C -0.519 -0.540 1.522  -0.955
H 2.539 2.060 0.106  0.332
H 2.510 3.120 1.458  0.408
H 1.186 3.184 0.338  0.327
H 1.910 0.817 2.234  0.258
H 0.568 1.947 2.520  0.263
H 0.391 1.238 -1.156  0.412
H -1.923 -0.047 -1.093  0.331
H -1.885 -2.038 0.705  0.390
H -0.468 -0.808 2.572  0.410

As for the molecular weight: 128.60 Da. Its structure (SMILES) is CCC1=C[C@@H](Cl)C=C1. As for the LUMO energy: 0.0274 hartree.

Relative energies, unit kJ/mol: model one 558.1; model two 0.0

Model one:
ORCA calculation (ωB97M-V with the def2-TZVPD basis set) on a molecular structure, C3H3FO2.

Last column: Mulliken charge in e.
Geometry (Å):
C -1.307 0.649 0.374  -0.552
C -0.794 -0.439 -0.278  -0.342
C 0.663 -0.677 -0.394  0.695
O 1.373 -1.421 -0.868  -0.283
O 1.578 0.612 0.539  -0.307
F 2.886 0.378 0.229  -0.157
H -2.369 0.736 0.534  0.262
H -0.670 1.305 0.816  0.387
H -1.360 -1.143 -0.952  0.298

As for the molecular weight: 90.05 Da. As for the LUMO energy: -0.0239 hartree.

Model two:
ORCA calculation (ωB97M-V with the def2-TZVPD basis set) on 2 unconnected molecules or ions with the total composition C3H3FO2.

Last column: Mulliken charge in e.
Geometry (Å):
C -1.006 -0.595 -0.418  0.842
C 1.930 0.054 0.181  -0.060
C -1.659 -0.257 0.624  -0.959
O -0.678 -0.875 -1.510  -0.391
O 1.714 0.827 -0.873  -0.263
F 1.121 0.440 1.187  -0.064
H -1.917 -0.950 1.293  0.293
H 2.116 0.615 -1.696  0.377
H -1.621 0.741 1.213  0.225

As for the molecular weight: 90.05 Da. As for the LUMO energy: 0.0249 hartree.

Relative energies, unit kJ/mol: model one 153.6; model two 0.0